5
Properties=species:S:1:pos:R:3 method="wB97M-V/def2-TZVPD" lumo_ev=3.76 energy_ev=-21719.996 e_above_lowest_ev=0.277 charge=-1 spin_multiplicity=1
S -0.4417 -1.5863 0.2983
S 0.4345 1.4652 -0.4528
H -0.8938 -2.4751 1.1995
H 0.6881 1.9050 0.7871
H 0.0721 0.1528 0.0523



60
Properties=species:S:1:pos:R:3 method="wB97M-V/def2-TZVPD" lumo_ev=-0.25 energy_ev=-41598.700 e_above_lowest_ev=4.325 charge=0 spin_multiplicity=1
O 2.7289 -0.6820 -2.2390
O -1.4395 1.9300 -4.6880
O -0.6504 1.1712 5.5303
O -0.2428 -2.8366 4.2160
O -1.0599 -1.6449 -5.5747
O -4.1852 2.7598 -3.1988
O -1.3253 -4.4690 1.8109
O 3.3489 -3.9942 2.1590
O 1.4497 3.1346 -3.1162
O 0.7285 -3.7183 0.2079
O -1.3699 0.7357 -1.2406
O 1.9661 -3.5503 -2.4963
O 1.9279 -1.2826 2.8131
O -3.8857 1.9948 -0.5290
O -0.8591 4.7574 -2.8293
O -2.2772 2.1723 3.2569
O 1.6856 0.3890 -0.1466
O 3.6798 0.4878 1.8935
O 0.9673 2.0861 1.7892
O -0.6269 -0.4451 1.8950
H 2.0257 2.5585 -2.6093
H -1.4908 -1.0294 -6.1726
H -4.5546 2.6048 -0.8627
H 0.5748 -2.7423 3.7293
H 2.5519 -4.2535 2.6237
H -0.4381 -2.1678 -6.0756
H 2.0478 -2.5928 -2.4085
H 0.6124 -3.4231 -0.7005
H 2.2582 -0.0599 -1.6295
H 2.0385 -0.1405 0.5630
H -2.2111 -4.7667 1.6605
H 2.9162 -3.5864 1.3999
H -2.2927 1.0380 -1.1716
H -0.7973 5.2359 -2.0008
H -0.8235 2.6312 -4.4117
H 1.7478 -1.9359 2.1200
H 4.2908 0.5132 2.6453
H 0.9889 1.0283 -0.0160
H 0.9995 -0.9788 2.8994
H 0.7541 -4.6763 0.2133
H 1.6822 1.5888 2.2063
H -0.4715 0.6755 4.7165
H -3.7048 3.5508 -2.9396
H 2.9570 -0.1504 -3.0044
H -0.4822 -3.7561 4.2802
H -0.5144 -0.0211 1.0394
H -1.3334 -3.5132 1.7908
H -0.7627 0.3625 6.0546
H -3.5094 2.5172 0.1831
H 0.7326 2.6736 2.5180
H -0.0691 5.0002 -3.2987
H -2.0136 2.0897 -3.9306
H -3.1944 2.4198 3.3094
H -3.6032 2.0008 -3.1537
H 1.5014 -3.7105 -3.3199
H -1.7452 2.6544 3.8881
H 1.6811 2.7590 -3.9762
H -1.2815 0.5618 -0.2973
H 3.1783 -0.3160 2.2179
H -0.8064 0.3608 2.4071



61
Properties=species:S:1:pos:R:3 method="wB97M-V/def2-TZVPD" lumo_ev=-2.79 energy_ev=-41607.494 e_above_lowest_ev=4.328 charge=+1 spin_multiplicity=1
O 2.1974 -2.2233 -2.1623
O 0.3043 3.1075 -0.5070
O -1.0761 -0.4199 -1.7276
O 2.7462 1.1237 -2.3800
O -0.5603 -1.9184 1.4605
O 2.7724 -1.8796 2.5427
O 0.5322 0.5759 1.6182
O -2.0007 0.0325 1.1579
O 0.0633 -2.7526 -0.9696
O -3.4410 -0.6390 -4.2680
O -4.8465 2.9723 -2.1707
O -2.3148 3.5521 1.5302
O 2.3887 -4.5774 -0.3255
O -0.0099 -2.3405 4.3420
O 2.1424 4.2740 0.9748
O 2.5248 0.1343 0.3295
O -5.9820 -0.2855 0.3765
O 4.0248 3.2962 -0.5814
O 0.2754 3.0811 2.9234
O -1.2709 -4.2333 -2.6625
H 3.0003 3.9304 0.6209
H 2.9343 -5.2738 -0.6982
H 3.0884 0.7189 -3.1900
H -4.0732 2.5644 -1.7738
H -0.3589 -1.9314 2.4109
H -5.0420 -0.4391 0.5045
H 0.9048 2.7937 3.6030
H -2.0981 0.1238 0.1881
H -0.3207 -4.2280 -2.7244
H 3.2393 1.8977 -2.1099
H 0.7668 -1.7904 4.2151
H -0.3946 -0.8046 -1.1666
H 0.7076 3.8880 2.5943
H -1.5273 -4.6833 -1.8505
H -5.0594 2.3588 -2.8992
H -0.2460 -2.4294 5.3009
H 2.5073 -0.8374 0.3927
H 3.8311 4.2462 -0.5074
H -0.4098 3.1250 0.1351
H 4.7995 3.1958 -0.0266
H -0.6316 -2.9579 -0.3574
H 0.8767 -2.4768 -0.5489
H 1.3951 0.3518 0.5993
H -0.2831 0.0100 1.6879
H -3.2617 3.5109 1.8238
H 2.6687 -2.7518 2.9346
H 1.6310 -4.2906 -0.7865
H -3.4931 -1.5417 -4.6128
H -0.8214 -0.2405 -2.6366
H 2.9580 -2.2745 -2.7209
H 2.2397 0.2690 -0.6287
H 1.6018 4.5667 0.2230
H -2.6905 -0.3791 -4.8052
H -6.1266 -0.8079 -0.4344
H -2.8166 0.2346 1.6373
H 3.0463 -1.2762 3.2604
H 1.2554 -2.3544 -2.2563
H -1.4210 -2.1984 1.1703
H -1.9364 3.5660 2.4226
H 0.8085 2.2933 -0.4720
H 0.2816 1.4421 1.9804



61
Properties=species:S:1:pos:R:3 method="wB97M-V/def2-TZVPD" lumo_ev=-2.56 energy_ev=-41605.291 e_above_lowest_ev=6.532 charge=+1 spin_multiplicity=1
O -1.1710 3.7035 2.1242
O 3.5586 3.2179 0.6813
O -4.9349 2.3772 1.4578
O -0.2385 2.7055 -4.0227
O -0.1111 -2.8011 -4.6360
O -0.4262 0.0421 5.7807
O -1.0257 0.5813 2.8854
O 0.8003 2.5528 0.9107
O 2.2986 1.5450 -1.7928
O -0.5858 -3.7785 0.6029
O 1.7176 -3.8050 -2.6133
O 1.8759 -4.6165 0.8927
O -2.2706 -0.6859 -3.6495
O -1.0075 0.4540 -1.7825
O 1.1754 2.8571 3.4265
O 2.8734 1.6008 -4.2186
O 0.3028 -0.1359 0.5963
O 3.8988 -3.0593 -1.0872
O -4.7655 -0.1047 2.6456
O -0.8307 -2.1520 2.7591
H -1.2716 -0.0390 5.8813
H 2.4334 2.2000 -4.7697
H -0.0258 -1.8644 -5.0253
H -5.7404 1.8209 1.5559
H -0.7174 3.2447 -4.6749
H -4.5989 -0.9324 3.0886
H -0.5957 -4.3913 1.4064
H -5.7491 -0.1813 2.4963
H -1.8182 0.3060 2.3176
H 0.4786 2.9173 1.9854
H -0.1331 -0.9142 5.7406
H 4.0434 4.1081 0.8477
H 0.0776 3.2821 -3.4327
H 1.5539 -3.7257 1.1074
H 0.4614 1.4970 0.8530
H -0.7764 4.4417 1.7526
H 1.9994 3.2406 3.6341
H -1.1645 1.4275 -2.0057
H -1.8332 3.4530 1.5352
H 3.9157 3.0561 -0.2375
H 1.0326 1.9861 3.8273
H -2.4783 -1.5245 -3.2888
H 1.9511 2.2794 0.9878
H -4.2025 1.7420 1.7445
H 3.0859 1.0017 -4.8377
H -1.9694 -0.9362 -4.5536
H -0.2732 0.0293 -0.1639
H 1.2698 -3.5075 -3.5849
H -1.5534 -2.8178 2.5936
H -1.0024 0.2335 3.7656
H -0.5869 -4.5904 0.0852
H 3.3349 -3.7600 -1.5370
H -0.1266 -2.6178 2.1737
H -0.0237 -0.6062 1.2974
H 1.6595 -4.9148 0.0389
H -1.5118 0.1450 -2.5984
H -0.5402 -2.6741 -3.8717
H 3.1685 1.6754 -2.1114
H 1.7498 1.7344 -2.5360
H 3.9833 -3.3575 -0.2191
H 1.3603 -2.9651 -2.2286



64
Properties=species:S:1:pos:R:3 method="wB97M-V/def2-TZVPD" lumo_ev="-5.49 / -12.36" energy_ev=-43675.129 s2=0.76 e_above_lowest_ev=3.140 charge=+2 spin_multiplicity=2
O 2.0432 0.1287 -3.6606
O -1.9727 2.5903 2.8616
O 3.2475 -0.1852 0.3453
O 1.9495 3.4668 -0.1616
O -1.1709 0.5223 4.3051
O 1.2723 -1.5838 0.8307
O -0.6901 -0.0865 -4.8383
O 1.8655 1.7790 3.9403
O -0.3733 -0.3921 -0.3656
O 2.6634 -3.6112 2.0224
O -2.0451 -2.1157 -2.7846
O 0.4830 1.0500 1.6223
O 1.5149 -3.8143 -3.5685
O -0.7803 -4.1147 -0.7488
O -0.0123 1.6502 -2.9751
O -0.2110 4.6424 -0.4989
O -3.4425 2.2449 -0.0366
O 1.8230 -2.1478 3.6278
O -4.5346 -0.3605 -0.3505
O -2.3220 -1.6951 0.6807
O 1.6305 1.0225 -1.1847
H -1.2503 0.5630 5.2430
H 1.5860 -2.2028 1.5315
H 1.5068 1.0481 -2.2021
H 0.6662 -3.5304 -3.2885
H -0.8512 -0.2016 -1.1730
H 3.0409 0.3296 1.2042
H 3.5494 -3.3851 1.8270
H -2.5310 -2.3013 -2.0060
H 1.3416 4.0432 -0.6270
H -0.3497 1.2771 -3.7774
H -1.0999 -0.9215 -4.9849
H 2.8334 0.4487 -4.0924
H -0.4546 -3.3481 -1.2438
H -2.8335 3.0506 2.8317
H 1.3955 1.8517 -0.8144
H 2.0781 -2.6959 4.3882
H -2.0832 -2.0656 1.5207
H 2.7060 -4.5676 2.2374
H -3.7544 1.8224 0.8109
H 2.7081 0.2846 -0.3267
H 0.0240 0.3633 0.0720
H -1.1288 -1.7987 -2.5432
H -1.4809 -1.3581 0.1968
H 0.6834 1.6501 2.3550
H 2.8373 3.7925 -0.3179
H -0.5016 5.3437 -1.1049
H 2.4466 -0.9762 0.7100
H -1.1209 0.5205 -5.4380
H -0.4548 1.8249 -2.1544
H -5.4355 0.0371 -0.2995
H 2.0118 -2.9495 -3.7696
H 1.4020 0.3407 -4.3573
H -2.0173 2.1833 3.7420
H 2.7606 2.0830 4.0009
H -1.2876 -4.8484 -1.1054
H -0.4260 0.7866 1.6990
H 2.1588 -1.2694 3.9348
H -3.9800 2.0168 -0.7608
H -1.9726 0.1789 3.9782
H -0.8472 3.9514 -0.4404
H 0.7227 -0.9822 1.3106
H 1.3039 1.8638 4.7143
H -4.8403 -1.2440 -0.5428



8
Properties=species:S:1:pos:R:3 method="wB97M-V/def2-TZVPD" lumo_ev=-0.34 energy_ev=-20434.263 e_above_lowest_ev=1.338 charge=0 spin_multiplicity=1
I -0.2457 0.2020 2.9589
P -1.8052 1.7702 1.6660
N -1.9159 1.5132 0.2268
N 1.2285 0.4208 0.0367
H -1.4178 0.8726 -0.4869
H 1.4639 1.0942 -0.7462
H 1.8323 0.5087 0.8270
H 1.4992 -0.4241 -0.3652



8
Properties=species:S:1:pos:R:3 method="wB97M-V/def2-TZVPD" lumo_ev=-1.04 energy_ev=-20432.052 e_above_lowest_ev=3.550 charge=0 spin_multiplicity=1
I 2.5356 -0.6343 -0.0657
P 0.5687 0.5899 -0.8292
N -1.3905 -1.5771 -0.6909
N 0.2512 1.5601 0.4725
H 0.4642 1.6543 1.3919
H -0.5965 -2.2042 -0.9743
H -1.4313 -1.6812 0.3388
H -0.4014 2.2925 0.3570



7
Properties=species:S:1:pos:R:3 method="wB97M-V/def2-TZVPD" lumo_ev=-0.23 energy_ev=-17533.565 e_above_lowest_ev=0.816 charge=0 spin_multiplicity=1 smiles=N[SiH2]I
I -0.9470 3.0342 -1.6194
Si -0.2768 0.8211 0.3486
N 0.2079 -0.6043 -0.4890
H -1.6510 0.9676 0.8236
H 1.0382 1.1937 0.9277
H 1.0016 -0.5162 -1.0574
H -0.3889 -1.4073 -0.7968



6
Properties=species:S:1:pos:R:3 method="wB97M-V/def2-TZVPD" lumo_ev=1.35 energy_ev=-3042.927 e_above_lowest_ev=1.080 charge=0 spin_multiplicity=1 smiles=NN
N -0.6594 -0.0593 0.1089
N 0.6204 -0.1480 -0.1837
H 1.2887 0.6882 -0.0346
H -0.9672 0.8990 -0.0696
H -1.2275 -0.7695 -0.5128
H 0.9451 -0.6104 0.6918



6
Properties=species:S:1:pos:R:3 method="wB97M-V/def2-TZVPD" lumo_ev=1.21 energy_ev=-3042.841 e_above_lowest_ev=1.166 charge=0 spin_multiplicity=1 smiles=NN
N 0.2542 -0.2450 -0.5839
N -0.5679 0.2991 0.5440
H -0.4022 1.3985 0.1529
H 1.0387 -0.9417 -0.2960
H 0.1405 0.3319 1.3906
H -0.4633 -0.8429 -1.2076